1.
A 7-piece molecular cluster, C35H60F7NO24S overall, computed with the ωB97M-V functional and the def2-TZVPD basis.

```
128
Properties=species:S:1:pos:R:3:forces:R:3
O 3.743 7.478 -0.373 0.1 -0.1 0.0
C -0.095 -7.173 0.169 -0.3 0.3 0.1
H -1.160 -7.321 0.009 0.1 -0.2 -0.1
H -4.362 2.425 1.286 -0.2 0.0 0.1
H -4.658 1.666 -0.282 -0.1 0.1 -0.1
O 4.979 5.608 -0.062 0.0 0.1 -0.1
C -7.111 2.595 -0.383 0.0 0.0 0.1
C 3.924 5.089 0.747 -0.2 -0.2 0.2
O -8.374 2.569 0.055 0.1 0.0 0.0
H 0.530 -1.757 2.890 0.2 -0.3 -0.1
F -2.669 2.761 -1.251 0.1 0.0 -0.4
C -0.026 5.820 -1.283 0.3 -0.1 0.1
C 3.855 -9.422 -0.738 0.3 -0.1 0.0
H 1.481 -4.480 1.821 -0.1 0.3 -0.1
H 6.822 -1.238 2.319 -0.4 0.3 0.1
H 3.008 4.989 0.166 0.0 0.1 0.0
H 4.149 -10.353 -1.215 -0.2 0.0 0.0
F 1.683 1.301 -1.496 0.4 -0.7 -0.4
C 2.216 -2.031 4.496 1.7 -1.3 -0.6
H 6.587 8.667 -2.444 0.0 -0.2 0.1
H -0.655 4.940 -1.193 -0.1 0.1 0.0
O -2.216 8.062 -2.775 0.1 -0.1 0.0
H -4.639 3.448 -0.129 -0.1 -0.1 -0.1
H 3.446 -3.280 1.947 -0.4 0.2 -0.1
H -4.272 -7.052 3.986 -0.1 0.1 0.0
C -4.062 -3.546 0.621 -0.1 0.2 -0.2
H 7.629 2.405 2.920 -0.4 0.0 -0.1
O 0.140 1.212 1.922 -1.8 0.1 -0.4
C 6.656 -1.601 -0.256 0.0 0.7 -0.5
H -4.955 -4.052 0.257 0.0 0.0 0.1
H 7.311 -0.275 -1.888 -0.1 0.0 0.3
H 4.828 8.518 -2.565 -0.1 0.0 0.1
C 4.331 -2.372 0.233 -0.4 1.7 -0.2
C 7.184 0.948 -0.088 -0.1 -0.2 -0.7
H -12.033 -3.012 -5.482 0.1 0.1 0.0
F -2.268 1.450 0.372 0.1 -0.8 0.9
O -12.105 -1.560 -3.995 0.1 0.0 0.1
H 4.806 -3.343 0.048 -0.3 0.1 0.2
C -10.792 -1.437 -3.782 -0.1 0.0 0.0
O 0.358 -0.855 0.677 0.6 0.7 0.4
H 4.311 -8.592 -1.276 0.0 0.1 0.1
F -0.439 2.469 -2.362 0.2 0.7 -0.4
C -12.446 -2.020 -5.303 -0.2 -0.1 -0.3
O -9.921 -1.675 -4.578 -0.1 0.0 0.1
H -4.263 7.858 -2.473 0.1 0.0 0.1
F 1.275 2.880 -0.173 -0.2 0.9 0.8
C 5.675 8.485 -1.881 0.1 0.3 -0.2
C -1.797 7.207 -1.839 0.0 0.0 -0.1
C 7.455 -0.367 -0.800 1.5 0.8 -0.6
C 7.856 1.446 0.979 -0.3 0.0 0.5
O 0.587 -8.298 -0.382 0.1 0.0 0.0
H -13.531 -2.078 -5.351 0.0 0.1 0.2
O -4.922 -4.744 2.825 0.1 0.0 -0.1
H 5.065 -1.160 2.821 0.4 0.2 -0.1
H 5.798 -2.649 2.232 0.1 0.3 0.0
H 3.151 -1.554 1.916 -0.2 0.0 -0.4
C 0.833 1.702 -0.561 -0.1 -0.6 -1.1
C -9.352 2.668 -0.980 -0.3 0.1 -0.2
H -3.484 9.207 -1.590 0.0 -0.1 0.0
H -8.774 -0.074 -2.795 0.0 -0.2 -0.1
H 0.127 6.284 -0.309 -0.1 0.0 0.0
F -0.882 0.523 -1.581 -0.3 -0.6 0.0
H 0.941 5.519 -1.681 -0.1 0.2 -0.2
H 3.893 -2.010 -0.712 0.2 -0.4 0.1
H -12.098 -1.319 -6.061 0.1 -0.1 0.0
H 0.206 -6.255 -0.335 0.1 0.0 0.1
O -2.397 6.900 -0.841 0.0 0.0 -0.1
H 6.357 -2.201 -1.130 0.0 0.2 0.2
S 0.954 0.612 0.931 0.2 0.8 2.8
H -3.725 9.304 -3.340 0.2 -0.1 -0.1
O 1.474 -1.535 -1.114 0.3 1.2 -3.1
C 0.985 -3.525 1.586 0.5 -0.1 0.9
C 1.915 -8.244 -0.252 0.0 -0.1 0.0
H -9.256 3.611 -1.515 0.1 -0.1 -0.1
N 1.890 -2.812 0.665 -1.4 0.5 1.3
H 4.229 4.102 1.088 0.2 0.0 -0.1
C 4.739 6.826 -0.555 0.1 0.0 0.0
H 6.376 1.575 -0.498 -0.9 -1.0 1.1
C -4.911 2.511 0.352 0.0 0.1 0.1
C 5.413 -1.292 0.612 -0.2 -2.1 0.4
H -0.259 -3.269 3.306 0.2 0.2 -0.1
H 5.576 9.254 -1.115 -0.1 0.0 0.0
O 2.317 0.630 1.338 1.0 -1.1 -1.5
C -3.808 -4.974 2.438 0.1 0.0 0.0
C -1.722 2.365 -0.383 -0.8 0.2 -1.7
C 9.352 1.708 1.003 -0.5 -1.1 0.2
O -2.927 -5.794 3.018 0.1 0.1 -0.1
C 5.793 -1.551 2.099 0.0 -0.3 -0.3
C -3.406 -6.430 4.205 0.0 -0.2 0.3
C -9.248 -0.823 -2.161 0.3 0.0 0.1
H 7.360 -2.242 0.297 -0.4 0.2 0.1
H 3.758 5.722 1.618 -0.1 0.1 -0.1
O -6.764 2.689 -1.532 -0.1 0.0 0.1
H 4.936 -0.326 0.420 0.5 0.0 0.2
C 0.689 -2.840 2.939 -1.2 -0.9 0.3
C 7.027 1.809 2.216 0.6 1.4 -0.7
H 0.086 -7.098 1.241 0.1 0.1 -0.1
O -0.596 6.750 -2.202 -0.1 0.1 0.0
H 8.530 -0.597 -0.665 -0.3 0.0 -0.1
H 6.710 0.901 2.739 0.1 0.1 -0.2
O 1.678 -3.167 3.954 0.4 0.8 -0.9
H -9.269 1.830 -1.667 0.1 0.1 -0.1
H -10.333 2.635 -0.510 0.1 0.0 0.2
O 2.538 -7.355 0.271 -0.1 -0.1 0.0
H -9.230 -0.471 -1.132 -0.3 0.0 0.0
H 3.301 -1.877 4.318 -0.2 -0.6 -0.1
H 0.042 -3.801 1.090 0.2 0.4 0.0
O 1.627 -1.254 5.134 -1.6 1.6 1.2
O -6.304 2.496 0.674 -0.1 0.0 0.0
C 3.185 -2.447 1.275 1.3 -1.0 0.0
H 4.192 -9.436 0.298 0.0 0.1 0.0
H -8.707 -1.767 -2.215 0.0 0.0 -0.2
O -3.230 -4.452 1.349 0.1 -0.1 0.1
C -0.566 1.774 -1.247 0.3 -0.2 1.1
H -3.486 -3.193 -0.231 0.1 -0.1 0.1
H -2.604 -7.064 4.576 0.1 0.1 -0.2
H 6.116 2.355 1.914 0.2 -0.1 0.2
C -3.498 8.633 -2.516 -0.3 0.2 0.0
H 9.476 2.793 0.852 -0.1 -0.3 0.2
H 9.812 1.429 1.960 0.2 0.0 -0.4
H 9.813 1.225 0.131 0.2 0.0 0.4
O -10.615 -1.003 -2.531 -0.1 0.0 0.0
C 1.283 -1.734 0.009 0.7 -1.8 0.8
O 5.794 7.193 -1.286 0.0 -0.1 0.1
H -3.649 -5.690 4.967 -0.1 0.0 -0.1
F -1.388 3.421 0.306 0.6 0.4 0.9
O 2.431 -9.344 -0.804 -0.1 0.1 0.0
H -4.333 -2.691 1.240 -0.1 -0.1 0.0
```
Positions in Å, forces in eV/Å.

Calculated values
E_HOMO = -7.618 eV
E_tot = -117751.34752 eV
2S+1 = 1
Frontier orbital gap = 7.84 eV

2.
A 13-piece molecular cluster, C35H94N2O37S11 overall, computed with the ωB97M-V functional and the def2-TZVPD basis.

```
179
Properties=species:S:1:pos:R:3:forces:R:3
H 2.225 4.538 -1.709 0.0 -0.1 -0.1
C 5.735 2.469 3.802 -0.1 -1.3 0.3
C -2.977 -5.110 1.528 -0.8 -0.7 1.2
H -4.588 0.404 4.203 0.2 0.5 -0.4
S 4.555 4.529 -2.003 0.0 -0.3 -0.2
H -8.306 -4.219 1.033 0.0 0.0 0.4
O -4.754 3.157 3.797 0.4 0.1 1.4
H 6.392 -1.134 -2.456 -0.4 0.1 0.2
O -6.262 1.156 3.157 -0.6 1.9 0.3
H -0.976 -2.250 6.102 0.3 0.0 0.1
H -3.067 -4.870 7.250 0.3 0.4 0.0
H 1.994 0.305 -1.536 -0.3 -0.3 0.1
C -4.143 -9.016 3.620 -0.3 0.2 -0.2
S 8.313 1.189 -3.609 -0.1 0.2 -0.3
H 3.600 1.027 -5.804 -0.1 0.2 0.1
C -5.006 -0.972 2.555 0.1 0.7 0.4
H -1.591 4.953 3.167 -1.4 -0.3 0.6
O 6.347 3.745 3.470 1.3 0.0 0.1
H -2.493 -3.594 8.541 0.2 -0.4 -0.3
O -4.370 -5.807 -1.468 -0.4 2.1 -0.5
H 0.724 2.310 0.332 -0.1 0.1 0.1
H -0.092 2.062 -1.127 -0.1 -0.8 -0.4
H -4.506 -9.756 4.335 0.5 -0.1 0.0
H -3.000 -0.097 6.881 -0.2 -0.1 -0.2
C 6.458 -0.111 -2.086 -3.7 1.0 0.3
H 2.019 0.280 -5.607 0.0 -0.1 0.4
O -0.047 4.499 2.305 4.0 0.7 -3.5
H -3.841 -4.917 3.681 0.5 -0.1 0.2
H -5.039 -4.842 -3.810 -0.1 -0.1 -0.1
O -2.600 -5.619 -4.433 3.1 0.4 -1.7
H -0.603 -0.516 6.240 0.1 0.0 -0.3
O -0.495 -4.156 -4.895 -0.9 -1.6 -0.3
S 1.714 2.630 -5.719 0.8 -2.9 2.1
H -4.893 -3.126 -3.783 -0.3 0.3 0.6
O -5.755 1.150 -2.212 1.3 -0.3 -1.4
H 3.987 3.429 3.361 -0.4 0.3 -0.8
H 8.189 3.191 -2.066 0.6 -0.1 -0.3
H -5.995 -0.473 4.461 -0.7 0.2 -0.3
H 9.658 4.804 2.523 -0.2 0.4 0.3
H -6.420 -3.994 -3.109 0.2 0.4 0.2
H 3.847 6.961 1.233 0.0 -0.4 -0.1
H -1.677 -0.871 2.005 -0.6 0.7 -0.4
C -5.464 0.045 3.662 0.5 -0.3 -0.7
C -0.293 -1.800 -4.465 -0.7 -1.4 0.9
N 0.819 -4.653 -0.614 -1.5 -0.9 -4.6
H -4.627 -6.061 2.603 -0.5 0.4 0.0
O -3.489 -2.085 6.324 -1.8 0.0 0.4
C -4.026 2.007 -3.486 1.6 0.0 -0.3
H 2.866 1.013 -4.166 -0.2 0.2 -0.1
H -0.892 1.993 2.833 0.5 0.0 0.4
H 5.055 5.103 -7.166 0.2 0.1 0.5
H -3.508 1.736 -4.406 -0.5 0.1 -0.2
H -2.271 -4.382 -7.083 0.2 0.0 0.3
O -5.510 -3.819 -0.533 3.1 1.6 -0.5
O 1.147 2.363 -7.028 -0.1 0.8 1.2
H 2.256 1.959 -1.665 0.4 0.4 0.4
O 2.980 3.597 -5.920 -0.3 0.4 0.4
H -5.524 1.797 0.651 0.2 -0.5 0.4
C 3.734 3.425 -7.179 0.3 0.4 -0.1
O -3.206 -3.583 -1.498 -2.4 -0.6 -0.2
H -0.977 7.101 2.318 0.7 -0.7 0.3
H 6.920 -0.406 -0.157 -0.4 -0.4 1.0
O -2.876 -6.742 3.193 1.9 -2.8 2.7
H 5.458 7.493 0.761 -0.2 0.5 -0.2
C 8.136 3.033 -3.143 -1.1 -1.5 -0.7
H -2.315 -1.416 7.852 0.2 0.4 0.1
H -2.044 -6.128 -7.350 0.0 0.1 -0.1
O 4.374 4.651 -0.383 -0.5 -1.7 -2.3
O -4.108 -7.038 5.356 -0.2 0.1 0.2
C -3.661 -5.648 2.893 -0.7 1.7 -2.7
O 0.021 0.469 0.308 -0.8 -0.6 0.1
H 5.746 2.379 4.888 -0.2 0.0 -0.1
C 1.982 1.207 -0.925 -0.8 -0.5 -1.4
H -2.057 -2.635 -5.211 -0.4 -1.2 -0.6
H -0.023 -1.349 -5.420 0.2 -0.7 -0.3
N -4.999 0.978 -3.193 -2.2 0.9 1.6
H 6.108 1.100 -0.250 -0.4 0.1 -0.4
O 4.764 3.078 -2.294 -0.6 3.6 0.5
H 7.995 5.445 2.038 0.2 -0.1 0.1
O -0.747 -1.103 -1.464 -0.9 1.7 1.2
H -6.309 -5.624 0.098 0.4 0.1 0.1
C 4.360 2.415 3.212 -1.2 1.4 0.5
H -7.225 -4.645 -0.989 -0.6 -0.1 0.0
H -3.950 -4.588 8.763 0.3 -0.2 0.1
C -0.232 -4.582 -1.680 2.4 -1.4 0.6
S -5.752 2.746 2.879 -0.9 -1.2 -3.7
H 3.157 4.004 -7.900 0.1 -0.4 -0.3
C -6.564 -4.588 -0.124 -2.2 -1.0 0.0
C -1.357 -1.242 5.935 0.2 -0.4 0.5
C -3.286 -4.136 8.025 -1.7 1.2 0.0
S -1.202 -0.301 -0.333 -0.7 -1.8 0.2
O 8.457 2.691 4.336 -0.8 2.9 -0.2
H 3.783 2.370 -7.447 -0.2 0.1 0.0
H -6.743 -4.262 1.970 -0.3 0.3 0.2
H -1.757 -3.231 -3.555 0.1 0.2 -0.1
H 8.569 3.749 1.710 -0.4 0.0 0.1
H 5.110 -0.428 -0.292 0.2 0.0 -0.2
C 6.036 0.066 -0.587 2.2 -0.8 -0.8
O 7.496 0.944 -4.786 0.1 0.3 1.5
H -4.853 -0.568 1.554 0.4 0.7 0.3
H -0.730 -2.010 1.254 0.3 -0.4 -0.8
O -2.331 0.611 -0.441 0.8 -0.1 -0.7
S 0.256 5.304 0.931 -0.7 1.0 0.0
O -5.403 -3.705 6.538 1.7 2.8 1.5
C -1.581 -1.364 1.038 1.0 -0.7 0.6
O -0.300 4.679 -0.257 0.1 0.5 1.6
H -4.058 -1.304 2.977 0.1 -0.5 -0.5
H -0.999 -5.275 -1.336 -0.4 -0.1 -0.5
O 5.492 5.535 -2.530 -1.0 -1.8 1.1
H -3.923 1.833 1.603 -0.3 -0.3 -0.2
O -6.876 3.651 2.565 1.8 -2.6 1.1
H -1.893 -5.006 1.585 0.1 -0.3 0.3
H -5.043 -8.604 3.165 -0.1 0.8 0.5
H 5.277 4.946 1.328 -0.3 0.2 0.3
H -2.419 -2.017 0.794 0.0 0.3 -0.2
C 4.624 6.852 0.476 0.8 0.1 0.1
O 1.666 5.579 0.924 -0.7 -0.1 0.4
H 4.206 7.107 -0.498 0.2 0.4 0.1
O 9.722 0.885 -3.758 -1.4 0.2 1.0
C -1.307 -3.035 -4.528 0.9 2.9 0.6
H -7.202 -2.833 0.965 0.0 -0.1 0.1
S -4.437 -4.352 -1.630 0.6 -1.0 -0.4
O 7.822 5.141 4.957 0.3 -2.0 -1.5
H -0.621 -3.566 -1.739 0.2 -0.1 -0.1
H 0.520 -2.258 -3.901 0.6 0.7 -0.2
H 6.190 1.574 3.378 1.2 0.5 0.1
H -0.679 -0.960 -3.888 -0.3 -0.4 0.3
S -3.190 -7.725 4.501 1.1 0.1 -1.0
S -4.472 -2.881 7.351 -0.2 -2.0 1.0
H -3.242 1.845 -2.746 -0.2 0.8 0.5
H -4.629 3.232 0.739 0.2 0.3 0.5
C -1.270 2.836 3.410 -1.4 0.7 -0.7
O -5.064 0.070 -3.962 -0.2 -1.5 -0.5
H 5.845 3.737 -7.847 -0.5 -0.4 -0.4
S -1.282 -5.584 -5.144 -1.6 0.1 0.1
O 0.460 -3.975 0.321 -1.0 3.3 5.9
C -1.320 4.087 2.562 -2.2 0.7 1.9
O 7.737 0.324 -2.277 4.2 2.1 -1.3
H 8.771 3.608 -3.817 0.6 -0.4 0.5
C -7.260 -3.916 1.075 0.6 -0.5 -1.0
H 2.749 1.035 -0.170 -0.3 0.5 0.2
C 0.567 1.546 -0.429 2.2 1.3 0.9
H -3.697 -9.424 2.713 0.9 -0.2 0.6
H 0.352 -4.945 -2.526 -0.8 0.0 -0.6
O 1.890 -5.320 -0.699 1.1 -0.7 -0.3
H -0.066 7.744 0.961 0.4 -0.3 0.0
H -3.246 -5.892 0.818 0.4 0.1 -0.2
C -2.560 -1.093 6.840 0.1 -0.8 -0.1
H -4.515 2.979 -3.544 0.3 -0.2 0.4
H 5.671 3.721 -6.151 -0.3 0.2 0.2
H -0.611 -5.056 -7.433 -0.1 0.1 0.2
C 8.596 4.604 2.386 -0.2 -0.9 1.2
H 5.799 0.594 -2.592 -0.4 -0.5 -0.8
O -0.379 -6.720 -4.974 -1.2 2.4 -0.5
H -3.319 -4.166 1.104 -0.5 0.0 0.5
C 2.878 5.143 -2.339 -0.3 -1.1 -0.1
O -4.905 -2.048 8.514 0.8 -1.4 -3.2
C 5.148 4.022 -7.059 -0.4 0.2 0.2
C 5.207 5.461 0.370 0.7 -0.1 1.4
C 2.670 1.071 -5.236 -1.0 0.9 -0.8
C -0.670 6.899 1.292 -0.1 0.1 -0.5
O -1.944 -8.221 5.097 -2.2 0.7 -1.8
H 2.703 6.176 -2.038 0.8 0.0 0.1
H -0.815 3.111 4.362 0.3 -0.7 -0.1
H -1.612 7.030 0.760 0.1 -0.8 -0.5
H 4.290 2.064 2.183 0.2 0.4 0.0
H 2.573 5.006 -3.376 0.4 -0.1 0.0
O 0.919 2.971 -4.508 1.8 0.3 -3.2
H -2.338 2.666 3.553 0.0 -0.4 0.6
C -1.582 -5.219 -6.966 0.0 -1.2 1.2
H 7.136 3.323 -3.464 -0.2 -0.4 0.2
C -5.339 -3.961 -3.243 1.4 -1.3 0.7
H -2.045 4.073 1.748 0.5 -0.4 -0.5
H -5.616 -1.836 2.290 -0.4 0.0 0.9
H 6.234 5.348 0.021 0.1 0.8 -0.5
S 7.889 4.021 4.015 -0.4 -0.9 -0.6
C -4.848 2.334 1.316 -0.9 0.8 0.4
H 3.605 1.873 3.782 0.5 -0.6 0.3
H -1.570 -1.232 4.866 -0.2 0.6 0.1
```
Positions in Å, forces in eV/Å.

Calculated values
Total charge = -1
Expectation value of S² = 0.753
E_HOMO (alpha / beta) = -0.289 / -4.239 eV
E_tot = -235726.89024 eV
2S+1 = 2
Frontier orbital gap (alpha / beta) = 1.48 / 5.43 eV

no.,maximum force (eV/Å)
1,3.3
2,6.8